Record 1
ORCA calculation (ωB97M-V/def2-TZVPD) on a molecular structure, C14H39N4O8P2SSr at a distorted geometry.

M: 573.12 g mol⁻¹
gap between HOMO and LUMO: 9.14 eV
lowest unoccupied orbital energy: -0.0725 hartree
E_tot: -2489.52045 Eh
total charge: +1

CARTESIAN COORDINATES (ANGSTROEM)
Sr 0.65784 0.89554 0.97749
N 0.18665 -1.09868 2.81871
C -0.60896 -2.31171 2.62570
C -0.06166 -3.16736 1.48692
N 0.15309 -2.47322 0.22317
C 1.37772 -2.91017 -0.43797
C 2.59783 -2.14764 0.04710
N 2.42420 -0.71918 -0.23033
C -0.99757 -2.49016 -0.66426
C -2.16263 -1.63006 -0.19549
N -1.73572 -0.26177 0.12669
H 1.08817 -1.31896 3.23239
H -0.26119 -0.49129 3.49929
H -1.63438 -2.00511 2.42948
H -0.63647 -2.94067 3.52236
H -0.72841 -4.03344 1.35124
H 0.89823 -3.57342 1.81802
H 1.27684 -2.73322 -1.51166
H 1.54921 -3.98898 -0.31407
H 3.48589 -2.56642 -0.43819
H 2.72536 -2.28319 1.12475
H 2.23614 -0.57501 -1.21992
H 3.28326 -0.21662 -0.02207
H -1.37709 -3.51373 -0.82893
H -0.66734 -2.10943 -1.63213
H -2.63226 -2.06797 0.68404
H -2.92337 -1.64906 -0.98317
H -2.40338 0.17550 0.75381
H -1.75479 0.30180 -0.71743
C 0.36676 4.58095 3.21070
C 1.13534 4.08050 1.99363
O 1.88231 5.09452 1.33205
P -0.03693 3.50047 0.70282
O 0.90074 2.82719 -0.39422
O -0.73944 4.74641 0.05514
O -1.01235 2.52007 1.24128
P 2.18952 2.61661 2.43402
O 3.28765 3.32748 3.33112
O 2.76618 2.08908 1.11860
O 1.33935 1.58929 3.10866
H -0.26650 5.42420 2.93396
H 1.06718 4.91106 3.97879
H -0.25303 3.78644 3.62261
H 2.65090 5.33413 1.86585
H 1.79782 2.57424 0.08081
H -0.13188 5.45412 -0.21133
H 3.96206 2.75694 3.72197
C -2.16460 -2.12763 -4.77522
C -1.20844 -1.16386 -5.46894
C -0.05994 -0.70435 -4.57640
S -0.63991 0.30120 -3.17973
O 0.47540 0.30709 -2.17309
C -0.67242 1.94337 -3.97223
C 0.67712 2.65387 -4.02295
C 1.47320 2.43691 -5.30501
H -2.93453 -2.47114 -5.46487
H -2.66506 -1.66109 -3.92567
H -1.62986 -3.00680 -4.40952
H -1.75258 -0.29699 -5.85526
H -0.76797 -1.64881 -6.34229
H 0.68754 -0.13199 -5.12448
H 0.43564 -1.55176 -4.09824
H -1.39727 2.51164 -3.38830
H -1.10494 1.78694 -4.96420
H 1.26262 2.34078 -3.15807
H 0.48399 3.72044 -3.89245
H 1.88114 1.42732 -5.37075
H 2.31917 3.12276 -5.34487
H 0.86168 2.61533 -6.19145

Forces on atoms 1 to 2 (eV/Å):
Sr -1.58 -7.01 -0.98
N 0.08 0.24 0.17

=====

Record 2
ORCA calculation (ωB97M-V/def2-TZVPD) on a molecular structure, C50H54CaN3O5P2 at a distorted geometry.

M: 879.02 g mol⁻¹
gap between HOMO and LUMO: 7.13 eV
lowest unoccupied orbital energy: -0.1022 hartree
E_tot: -3838.44134 Eh
total charge: +1

CARTESIAN COORDINATES (ANGSTROEM)
Ca 0.68190 0.88110 0.13820
C 0.63660 -3.82930 1.25830
C -0.13450 -3.47080 0.01480
C -1.49810 -3.17530 0.06540
C -2.32450 -3.47160 1.28600
C -2.12550 -2.62850 -1.05610
C -3.53190 -2.10690 -0.94030
C -1.46890 -2.59550 -2.28890
C -2.21760 -2.05220 -3.47690
C -0.16410 -3.08530 -2.38060
C 0.53870 -3.28530 -3.69620
C 0.52680 -3.43060 -1.21440
C 1.97450 -3.82400 -1.32550
H 1.41250 -3.07940 1.41770
H 1.10190 -4.81020 1.16540
H 0.00630 -3.83560 2.14050
H -2.43220 -2.58630 1.90910
H -1.88420 -4.26430 1.88290
H -3.31660 -3.80540 0.99320
H -4.25590 -2.86100 -1.25370
H -3.67260 -1.23100 -1.56920
H -3.75160 -1.81780 0.08340
H -2.47900 -1.00680 -3.30630
H -3.14240 -2.60620 -3.63380
H -1.63940 -2.09450 -4.39210
H 1.29070 -2.51720 -3.87920
H -0.15300 -3.29420 -4.53060
H 1.05010 -4.24500 -3.68810
H 2.06590 -4.83350 -1.73000
H 2.46340 -3.81190 -0.35920
H 2.50980 -3.14400 -1.98580
O -1.76760 -0.03960 1.86960
P -2.17410 0.18850 3.26550
C -0.74230 0.60290 4.35960
P 0.46640 1.66690 3.48700
O 0.89970 1.07670 2.20790
C 1.89680 1.82290 4.60020
C 2.83570 2.77040 4.20490
C 4.02170 2.90830 4.90060
C 4.28200 2.08540 5.98670
C 3.34760 1.14290 6.38450
C 2.15340 1.00890 5.69420
C -0.20860 3.33260 3.26660
C -0.66580 4.06920 4.28650
C -1.11420 5.43090 4.09740
C -1.15500 5.99080 2.88680
C -0.83080 5.23050 1.64860
C -0.21630 3.82330 1.85680
C -2.90590 -1.27230 4.08710
C -4.27720 -1.37190 4.27780
C -4.81840 -2.52020 4.83100
C -3.99580 -3.57360 5.19080
C -2.62730 -3.48230 4.99180
C -2.08310 -2.33670 4.44140
C -3.37480 1.54770 3.44550
C -4.11160 1.88540 2.31460
C -5.01220 2.93410 2.35850
C -5.18350 3.64550 3.53560
C -4.47260 3.29370 4.67150
C -3.57470 2.24150 4.63120
H -0.21360 -0.33870 4.53660
H -1.05480 1.02460 5.31150
H 2.61910 3.39380 3.34550
H 4.74230 3.65410 4.59980
H 5.21260 2.17970 6.52580
H 3.54720 0.51090 7.23670
H 1.43160 0.27210 6.01590
H -0.66430 3.67360 5.29300
H -1.36750 5.99820 4.97930
H -1.44490 7.02350 2.76240
H -0.24400 5.84520 0.96230
H 0.75600 3.66400 1.38390
H -4.91740 -0.54900 3.99300
H -5.88480 -2.59240 4.97800
H -4.41910 -4.46880 5.62000
H -1.98480 -4.30630 5.26290
H -1.01620 -2.27740 4.26850
H -3.95790 1.32050 1.40470
H -5.58150 3.19380 1.47880
H -5.88110 4.46760 3.57040
H -4.62540 3.83700 5.59150
H -3.04310 1.95210 5.52520
C -2.05870 4.58310 0.94090
C -2.30290 5.01720 -0.45710
C -1.92980 4.26450 -1.49200
C -1.25870 2.97860 -1.28470
N -0.99860 2.51010 -0.12480
C -1.37890 3.19670 1.05390
C -0.85040 2.14510 -2.43250
C -1.13180 2.46940 -3.76090
C -0.71080 1.61040 -4.76610
C -0.00860 0.46830 -4.42270
C 0.22740 0.22690 -3.07370
N -0.19380 1.02680 -2.11360
H -2.97300 4.67090 1.53810
H -2.78460 5.97370 -0.60320
H -2.11010 4.60890 -2.49570
H -1.93980 2.48210 1.65990
H -1.67800 3.36160 -4.02420
H -0.93920 1.83090 -5.79800
H 0.33980 -0.22040 -5.17780
H 0.77580 -0.64090 -2.74250
O 1.93270 2.63200 -0.24110
N 2.62910 2.06340 -1.10210
O 2.40690 0.86200 -1.28800
C 4.56420 -1.76380 0.85000
C 3.54220 -0.70170 1.14770
C 4.10940 0.50980 1.83340
O 2.37690 -0.81650 0.84460
H 5.21520 -1.92540 1.70620
H 5.17420 -1.40130 0.02250
H 4.09650 -2.69730 0.55100
H 5.15640 0.63670 1.57360
H 4.04070 0.37370 2.91420
H 3.53570 1.39610 1.56510

Forces on atoms 1 to 2 (eV/Å):
Ca -1.21 -2.41 -0.19
C -0.08 0.00 -0.08

=====

Record 3
ORCA calculation (ωB97M-V/def2-TZVPD) on a molecular structure, C10Cl5N3SbSe4W.

energy relative to the best compared isomer or geometry (same formula, charge and spin): 32.5 kJ/mol
M: 960.84 g mol⁻¹
gap between HOMO and LUMO: 4.56 eV
lowest unoccupied orbital energy: -0.0239 hartree
E_tot: -12759.46792 Eh
total charge: -1

CARTESIAN COORDINATES (ANGSTROEM)
W -0.88667 -0.52372 0.13144
Cl -2.67223 -1.70356 -0.69054
C 0.53812 -1.69089 -0.70410
C 1.02204 -0.43154 -0.55441
C 2.31800 -0.08092 -0.90079
Cl 2.89843 1.52345 -0.70222
C 3.10840 -1.09736 -1.41071
Cl 4.72477 -0.76416 -1.88026
C 2.60451 -2.42402 -1.55190
Cl 3.62932 -3.64358 -2.19058
C 1.30823 -2.74007 -1.18228
Cl 0.67536 -4.33167 -1.31778
Se -2.21013 -2.52873 5.58306
Sb -0.37127 -1.04500 5.80174
Se -0.68381 -0.72137 2.32763
Se -0.76404 1.29528 5.74912
Se 1.84414 -1.87632 5.67222
N -1.32954 1.40001 -0.42503
C -1.85145 2.25649 -1.03000
C -2.44400 3.25923 -1.72915
C -3.63696 2.97827 -2.44975
N -4.60144 2.74298 -3.03265
C -1.84958 4.55044 -1.74809
N -1.37020 5.59676 -1.76493

Forces on atoms 1 to 2 (eV/Å):
W -0.62 -0.19 0.18
Cl 0.40 0.27 0.17

=====

Record 4
ORCA calculation (ωB97M-V/def2-TZVPD) on a molecular structure, C24H33N5O5S at a distorted geometry.

energy relative to the best compared isomer or geometry (same formula, charge and spin): 1.4 kJ/mol
M: 503.62 g mol⁻¹
gap between HOMO and LUMO: 7.70 eV
lowest unoccupied orbital energy: -0.0111 hartree
E_tot: -1982.58442 Eh

CARTESIAN COORDINATES (ANGSTROEM)
C 3.79037 -0.95179 -3.88264
H 3.28901 -1.83337 -3.49203
H 4.52372 -0.61931 -3.15197
H 4.31614 -1.23651 -4.79139
C 2.78603 0.15886 -4.18192
C 1.72120 -0.33414 -5.15980
H 0.97054 0.43384 -5.33274
H 1.22810 -1.22479 -4.77882
H 2.17806 -0.58565 -6.11432
C 2.16923 0.73229 -2.89896
C 1.35226 -0.26875 -2.08112
N 0.84513 0.34769 -0.87787
C 1.19469 -0.05017 0.35451
O 1.96957 -0.95587 0.58811
C 0.51533 0.79219 1.45750
N -0.93452 0.59625 1.48232
C -1.67997 1.43994 0.72487
O -1.13662 2.21324 -0.07783
C -3.12498 1.51354 0.87776
C -3.94608 2.23572 0.00243
N -3.57885 2.79661 -1.15566
H -2.58927 2.91813 -1.31278
H -4.27515 3.36271 -1.62262
C -5.28934 2.24798 0.49810
N -5.47345 1.63294 1.64586
S -4.10750 0.98556 2.21445
C -6.39832 2.94383 -0.18634
O -6.23960 3.56685 -1.22400
N -7.58462 2.83304 0.44043
H -7.64465 2.31503 1.30003
H -8.39696 3.28272 0.05418
C -1.41645 -0.66278 2.01967
C -0.90541 -1.82526 1.20202
C -1.21391 -1.88670 -0.14859
C -0.72159 -2.89600 -0.97012
C 0.08885 -3.83498 -0.38228
C 0.38119 -3.79516 0.98203
C -0.10690 -2.80459 1.79527
H 0.13386 -2.78154 2.84477
O 1.17684 -4.85758 1.30652
C 1.43900 -5.52834 0.09354
O 0.70758 -4.91628 -0.94783
H 1.13839 -6.58362 0.18333
H 2.51699 -5.47443 -0.13289
H -0.95723 -2.93967 -2.02001
H -1.84184 -1.12099 -0.58106
H -1.09783 -0.76190 3.05912
H -2.50584 -0.67003 1.99633
H 0.65873 1.84398 1.18639
C 1.15818 0.52108 2.81595
H 0.49032 0.85093 3.61471
H 1.32723 -0.55277 2.90470
C 2.50865 1.23532 2.96266
C 3.30208 0.60363 4.10464
H 3.49222 -0.44643 3.89800
H 4.25799 1.10705 4.22850
H 2.75046 0.68038 5.03984
C 2.32950 2.72998 3.21805
H 1.80139 2.89149 4.15611
H 3.29823 3.21981 3.28365
H 1.76505 3.20846 2.42132
H 3.07091 1.09371 2.03459
H 0.22276 1.14400 -0.96763
H 1.97014 -1.10865 -1.76018
H 0.50969 -0.64509 -2.66870
H 2.97096 1.11764 -2.26487
H 1.52269 1.57371 -3.16302
H 3.32766 0.98302 -4.66229

Forces on atoms 1 to 2 (eV/Å):
C -0.08 0.27 -0.09
H -0.03 -0.16 0.07

=====

Record 5
ORCA calculation (ωB97M-V/def2-TZVPD) on a molecular structure, C24H22BrIrN2O2S2Te at a distorted geometry.

M: 834.31 g mol⁻¹
multiplicity: 5
gap between HOMO and LUMO (spin up / spin down): 7.71 / 6.19 eV
lowest unoccupied orbital energy (spin up / spin down): 0.0165 / -0.0699 hartree
E_tot: -4930.44268 Eh

CARTESIAN COORDINATES (ANGSTROEM)
Ir 8.42937 -17.39937 -5.37761
C 12.53924 -15.21128 -0.86182
C 12.91234 -15.61815 -2.26593
C 14.14198 -16.23838 -2.55629
C 14.41331 -16.59001 -3.87105
C 13.42423 -16.32696 -4.79363
Br 13.84260 -16.56112 -6.65854
N 12.24915 -15.77361 -4.57380
C 12.01565 -15.42889 -3.29694
H 13.42862 -15.02767 -0.26507
H 11.90623 -15.96637 -0.40333
H 11.91297 -14.31919 -0.89703
H 14.83039 -16.40398 -1.72682
H 15.32885 -17.03980 -4.26183
H 11.04705 -14.99680 -3.14403
S 8.33665 -15.40737 -4.42759
C 6.56513 -15.11760 -4.33034
C 6.14250 -13.82616 -4.05453
C 4.74582 -13.49006 -4.08150
C 3.85073 -14.48104 -4.46380
C 4.30517 -15.77168 -4.71387
C 5.65084 -16.09747 -4.66111
S 6.11694 -17.70607 -5.28053
H 6.89205 -13.08419 -3.87931
H 4.54810 -12.44472 -3.91152
H 2.80129 -14.31479 -4.57591
H 3.64417 -16.53940 -5.02881
O 8.52597 -20.63000 -4.82190
C 8.83251 -20.02337 -3.81785
C 8.91159 -20.52158 -2.39546
C 9.56812 -19.33702 -1.63698
C 9.52303 -18.21719 -2.64252
O 9.70994 -17.03032 -2.42988
N 9.16999 -18.66306 -3.86047
H 9.40925 -21.50214 -2.31408
H 7.87893 -20.65575 -2.07523
H 10.59797 -19.58090 -1.44559
H 9.12693 -19.07329 -0.67981
C 8.47308 -19.18392 -8.32801
Te 10.10805 -18.17717 -7.46258
C 10.29649 -17.12423 -9.28864
C 9.48807 -17.94517 -10.25627
C 9.63622 -17.79304 -11.63482
C 8.90715 -18.54433 -12.55220
C 7.93002 -19.40453 -12.11612
C 7.80726 -19.61704 -10.73743
C 8.58071 -18.90538 -9.81427
H 7.53136 -18.78529 -7.88453
H 8.45141 -20.25349 -8.08020
H 11.36404 -17.17163 -9.51620
H 9.97871 -16.07735 -9.19199
H 10.33663 -17.06037 -12.04658
H 9.14601 -18.36544 -13.59684
H 7.21518 -19.87573 -12.79834
H 7.02863 -20.27689 -10.34114

Forces on atoms 1 to 2 (eV/Å):
Ir -0.31 -0.96 -0.43
C -0.21 0.10 -0.52

=====

Record 6
ORCA calculation (ωB97M-V/def2-TZVPD) on a molecular structure, C16H31N2OPRuSi at a distorted geometry.

energy relative to the best compared isomer or geometry (same formula, charge and spin): 0.0 kJ/mol
M: 427.57 g mol⁻¹
multiplicity: 5
gap between HOMO and LUMO (spin up / spin down): 6.14 / 7.04 eV
lowest unoccupied orbital energy (spin up / spin down): 0.0172 / -0.0091 hartree
E_tot: -1538.50490 Eh

CARTESIAN COORDINATES (ANGSTROEM)
Ru 0.18314 0.18876 -0.39175
Si 2.31338 0.54747 -0.90049
P -0.71099 0.53369 -2.44466
N -0.43622 -1.41466 0.14200
H 1.37257 -0.51106 0.27485
C -2.48385 0.45211 -2.97938
H -2.64724 0.39717 -4.06875
H -3.03272 1.31498 -2.59475
H -2.93555 -0.44266 -2.54078
C -0.09700 2.00203 -3.34339
H -0.39042 2.07885 -4.39660
H 0.99245 2.01489 -3.31082
H -0.44096 2.91203 -2.84844
C -0.08219 -0.87665 -3.43541
H -0.21381 -0.77282 -4.51909
H -0.59539 -1.78523 -3.10858
H 0.97894 -0.99530 -3.21779
C 2.84664 2.09627 -0.17162
H 2.48106 2.27569 0.83120
H 2.55772 2.90274 -0.83410
H 3.92692 2.01505 -0.14201
H 3.06401 -0.61413 -0.23083
H 2.33026 0.41804 -2.38558
C -0.36286 -2.73808 -0.04254
C -1.54179 -4.86445 -0.17938
C -1.54362 -3.52825 0.14315
C 0.82828 -3.35194 -0.56815
C 0.82227 -4.69521 -0.91209
C -0.36110 -5.44159 -0.71604
H -2.45323 -5.46520 -0.01686
H -2.40129 -2.95401 0.50628
H 1.69327 -2.69615 -0.73841
H 1.72909 -5.17410 -1.32564
H -0.37225 -6.50573 -0.97827
C -1.97825 3.20066 0.46985
O -2.32592 2.18928 -0.23836
C -2.20753 3.09840 1.99503
H -1.85241 4.00160 2.54500
H -1.62831 2.18851 2.19812
H -3.26490 2.84963 2.24304
C -0.98627 4.23344 -0.10211
H -1.36216 4.82770 -0.98105
H -0.21010 3.56267 -0.51304
H -0.60530 4.90338 0.71570
C 1.49255 0.10360 5.68014
C 0.90882 -0.82955 4.60865
C 1.26703 -0.25109 3.32255
N 1.63714 0.28943 2.35389
H 2.53722 0.32461 5.42516
H 1.43991 -0.32093 6.68517
H 0.96939 1.06799 5.65180
H 1.33554 -1.84215 4.69411
H -0.18397 -0.91975 4.69110

Forces on atoms 1 to 2 (eV/Å):
Ru -3.23 2.90 1.66
Si 1.10 -2.43 -0.41

=====

Record 7
ORCA calculation (ωB97M-V/def2-TZVPD) on a single C3H5BrSi molecule at a distorted geometry.

energy relative to the best compared isomer or geometry (same formula, charge and spin): 206.2 kJ/mol
SMILES: [SiH3]C#CCBr
M: 149.06 g mol⁻¹
gap between HOMO and LUMO: 10.58 eV
lowest unoccupied orbital energy: 0.0261 hartree
E_tot: -2980.70833 Eh

CARTESIAN COORDINATES (ANGSTROEM)
C -0.04972 0.66798 0.03016
C 0.20270 -0.50769 -0.14903
C -0.59068 2.07922 0.26415
Si 0.55368 -2.33913 -0.23810
Br -0.03086 3.28518 -1.12860
H -1.74121 2.21155 0.32815
H -0.09419 2.30621 1.21533
H -0.21911 -2.65545 1.00064
H 2.08051 -2.37322 0.22799
H -0.11111 -2.67465 -1.55069

Forces on atoms 1 to 2 (eV/Å):
C -1.65 0.71 -0.41
C 0.24 0.68 0.04

=====

Record 8
ORCA calculation (ωB97M-V/def2-TZVPD) on a single C4H5NO molecule.

energy relative to the best compared isomer or geometry (same formula, charge and spin): 249.7 kJ/mol
SMILES: [H]/N=C/C=C=CO
M: 83.09 g mol⁻¹
gap between HOMO and LUMO: 9.42 eV
lowest unoccupied orbital energy: 0.0147 hartree
E_tot: -285.31950 Eh

CARTESIAN COORDINATES (ANGSTROEM)
O -2.21304 -1.42109 0.45799
C -1.12417 -1.30250 -0.36027
C -0.54774 -0.16418 -0.63925
C 0.18978 0.90673 -0.80864
C 1.25353 1.25255 0.16617
N 1.40546 0.59496 1.24451
H -2.27999 -2.34447 0.72662
H -0.75641 -2.21413 -0.82936
H 0.03177 1.58504 -1.64691
H 1.87107 2.11961 -0.10474
H 2.16972 0.98749 1.79389

Forces on atoms 1 to 2 (eV/Å):
O -0.07 -0.13 0.03
C 0.30 0.17 -0.24

=====

Record 9
ORCA calculation (ωB97M-V/def2-TZVPD) on a single C3H2S4 molecule.

energy relative to the best compared isomer or geometry (same formula, charge and spin): 0.0 kJ/mol
SMILES: S=CC(=S)C(=S)S
M: 166.32 g mol⁻¹
gap between HOMO and LUMO: 6.87 eV
lowest unoccupied orbital energy: -0.0799 hartree
E_tot: -1708.19600 Eh

CARTESIAN COORDINATES (ANGSTROEM)
C -1.00746 -0.48058 0.29070
C 0.04766 0.57293 0.29231
C 1.48512 0.13734 0.25930
H -1.19124 0.10519 -1.95832
H 2.17667 0.92722 0.48599
S -1.82458 -0.81678 -1.21333
S -1.35959 -1.25963 1.66940
S -0.31629 2.14423 0.32334
S 1.98971 -1.32992 -0.14938

Forces on atoms 1 to 2 (eV/Å):
C -0.16 -0.20 0.02
C 0.56 -0.13 -0.01